Entry 1:
Here is a 2-piece molecular cluster, C4H12O overall from the Open Molecules 2025 dataset. Energies are from ωB97M-V with the def2-TZVPD basis set.

Results
2S+1 = 1
ΔE to the lowest compared entry with this formula, charge and spin = 15.1 kcal per mole
electronic energy = -234.80854 a.u.

Structure (XYZ):
```
17
Properties=species:S:1:pos:R:3:forces:R:3:lowdin_charge:R:1
C 0.19979 0.19790 2.87308 -0.504 0.674 -0.255 -0.080
C 0.81412 0.62879 1.54542 0.195 0.265 -0.705 -0.296
O -0.08263 1.47256 0.78655 0.171 -0.658 0.019 -0.101
H -0.81647 0.61225 2.87572 0.170 -0.116 0.130 0.077
H 0.72498 0.64981 3.70829 0.085 -0.155 0.187 0.065
H 0.10539 -0.87005 3.00685 0.206 -0.294 0.015 0.062
H 1.71735 1.22587 1.66581 -0.013 0.049 0.334 0.104
H 1.13879 -0.20998 0.91453 -0.249 -0.055 0.201 0.103
H -0.48097 0.90474 0.11469 -0.006 0.339 0.176 0.025
C -0.18321 -1.30911 -2.19785 0.337 0.077 0.105 -0.160
C -0.67788 0.13393 -2.20456 0.857 0.453 0.208 -0.174
H 0.78310 -1.45272 -2.70055 -0.482 0.151 -0.400 0.069
H 0.05257 -1.64256 -1.18881 -0.343 -0.034 0.251 0.050
H -0.95714 -1.95694 -2.61435 0.300 -0.157 0.002 0.065
H 0.10921 0.85566 -1.95533 0.134 -0.268 0.118 0.066
H -1.00055 0.47668 -3.18386 -0.453 -0.226 -0.032 0.065
H -1.44646 0.28317 -1.44564 -0.403 -0.045 -0.355 0.060
```
Forces are in eV/Å.

---

Entry 2:
Here is a 2-piece molecular cluster, C4H12O overall from the Open Molecules 2025 dataset. Energies are from ωB97M-V with the def2-TZVPD basis set.

Results
2S+1 = 1
ΔE to the lowest compared entry with this formula, charge and spin = 23.8 kcal per mole
electronic energy = -234.79475 a.u.

Structure (XYZ):
```
17
Properties=species:S:1:pos:R:3:forces:R:3:lowdin_charge:R:1
C 2.08066 -1.60328 -1.04807 0.355 -0.361 2.026 -0.078
C 0.66698 -1.55520 -0.38266 0.812 -1.006 -0.684 -0.285
O -0.12864 -2.44132 -1.16265 -0.700 -0.335 0.561 -0.095
H 1.99750 -1.79620 -2.11444 0.166 0.222 0.054 0.067
H 2.60478 -2.42860 -0.53711 -0.392 -0.398 -0.750 0.070
H 2.81218 -0.84005 -0.77159 -0.570 0.772 -0.471 0.061
H 0.66158 -2.08571 0.57498 0.332 0.520 0.074 0.110
H 0.21785 -0.57389 -0.23403 0.037 0.131 -0.279 0.086
H -0.39466 -2.05265 -1.98645 -0.048 0.465 -0.522 0.068
C -0.78555 2.20827 0.47864 -0.241 0.354 0.296 -0.178
C -1.83856 1.61554 1.43659 0.478 -0.097 -0.156 -0.167
H 0.26382 2.02302 0.70414 -0.077 -0.429 0.298 0.053
H -0.97472 1.79385 -0.52075 0.135 0.729 0.073 0.058
H -0.87694 3.29457 0.56210 0.035 -0.045 -0.778 0.058
H -2.54462 2.36834 1.78233 -0.164 0.022 -0.316 0.056
H -1.40405 1.22856 2.35393 0.072 -0.407 -0.056 0.057
H -2.35762 0.84475 0.86505 -0.230 -0.138 0.629 0.058
```
Forces are in eV/Å.

---

Entry 3:
Here is a 2-piece molecular cluster, C4H12O overall from the Open Molecules 2025 dataset. Energies are from ωB97M-V with the def2-TZVPD basis set.

Results
2S+1 = 1
ΔE to the lowest compared entry with this formula, charge and spin = 15.5 kcal per mole
electronic energy = -234.80786 a.u.

Structure (XYZ):
```
17
Properties=species:S:1:pos:R:3:forces:R:3:lowdin_charge:R:1
C 1.53610 -1.92050 0.77288 0.529 -0.434 -0.509 -0.081
C 1.12473 -1.01555 -0.36380 -0.016 0.052 -0.211 -0.322
O 2.32850 -0.61859 -1.03191 -0.128 0.356 0.145 -0.083
H 0.80238 -2.07702 1.56058 -0.119 0.146 -0.142 0.074
H 2.45751 -1.51688 1.18010 -0.025 0.254 0.377 0.075
H 1.83896 -2.87895 0.35985 -0.141 -0.296 0.059 0.072
H 0.49832 -1.49094 -1.12068 -0.288 -0.319 0.255 0.114
H 0.55899 -0.17078 0.02631 0.226 0.145 0.013 0.064
H 2.10145 0.04565 -1.69355 0.064 -0.136 0.072 0.081
C -1.13070 1.93383 -0.28881 -0.321 -0.381 0.904 -0.154
C -2.18915 0.98278 0.29938 0.500 0.193 0.854 -0.161
H -1.54655 2.36354 -1.18632 0.457 0.232 -0.447 0.061
H -0.86451 2.72716 0.41075 -0.380 0.167 0.016 0.066
H -0.18572 1.41725 -0.39548 0.019 -0.007 -0.854 0.022
H -1.73834 0.20944 0.92849 0.126 -0.008 -0.123 0.052
H -2.77596 0.46581 -0.45494 -0.124 0.167 -0.052 0.061
H -2.81600 1.54375 0.99715 -0.380 -0.132 -0.357 0.061
```
Forces are in eV/Å.

---

Calculated values (eV) of LUMO for the records, taken in order: 1.00, 0.92, 0.96.